No. 1
Molecular formula: C16H31F3O3P2ReS
Method: DFT, ωB97M-V/def2-TZVPD

CARTESIAN COORDINATES (ANGSTROEM)
P 0.5517 -2.5594 0.4400
P 0.5484 2.6623 1.6077
C 1.5968 0.3465 -0.1640
C 1.6830 1.6942 0.5374
H 1.7407 0.6246 -1.2997
H 2.6039 -0.1015 -0.1735
H 2.5243 1.5957 1.1885
H 1.9668 2.4222 -0.2315
C -1.0024 3.2813 0.9739
H -1.5933 3.8634 1.6934
H -1.6790 2.4799 0.6239
H -0.7315 3.9199 0.1360
C 1.6994 3.7799 2.3182
H 1.6183 4.7160 1.7365
H 2.7194 3.3729 2.1756
H 1.5965 3.9632 3.3944
C -0.3765 -4.0517 0.0736
H 0.0362 -4.8618 0.6857
H -0.1976 -4.2616 -0.9888
H -1.4576 -3.9112 0.2153
C 2.2778 -2.9960 0.5831
H 2.8667 -2.0832 0.7479
H 2.5198 -3.4625 -0.3790
H 2.3360 -3.7191 1.4195
Re -0.2208 -0.2781 -0.8585
C 0.0584 1.0932 -2.3241
C -1.3256 0.9807 -1.9395
C -2.3265 0.4164 -2.9106
C -1.9584 -1.0693 -3.1544
C -1.1494 -1.6286 -2.0242
C 0.3206 -1.7144 -2.1073
C 1.1405 -1.0483 -3.1705
C 0.8128 0.4287 -3.4481
C 0.0924 -1.7540 2.0058
H 0.3945 2.0862 -2.0954
H -1.7270 1.7568 -1.2754
H -2.3512 0.9861 -3.8510
H -3.3216 0.5046 -2.4638
H -2.8774 -1.6458 -3.3104
H -1.3475 -1.1804 -4.0445
H -1.6896 -2.3639 -1.4395
H 0.7628 -2.6958 -1.9328
H 1.0491 -1.7068 -4.0404
H 2.1949 -1.1503 -2.8628
H 1.7681 0.9420 -3.6334
H 0.3261 0.5029 -4.4125
H 0.4742 -0.7124 1.9061
H 0.6712 -2.2076 2.8478
H -1.0167 -1.8863 2.0343
F -2.6490 0.8006 5.5269
C -1.6197 0.3449 4.7977
F -0.4795 0.6560 5.4325
F -1.7101 -1.0028 4.7405
S -1.7164 1.2470 2.9623
O -1.8329 0.4207 1.7764
O -2.6276 2.3575 3.1014
O 0.0335 1.8065 2.8532

Calculated values
HOMO (alpha / beta) in Ha: -0.50450 / -0.52393
2S+1: 4
Net charge: +2
Lowest unoccupied orbital energy (alpha / beta) in eV: -7.0 / -8.3
HOMO-LUMO gap (alpha / beta) in eV: 6.7 / 5.9



No. 2
Molecular formula: C8H17N
Method: DFT, ωB97M-V/def2-TZVPD

CARTESIAN COORDINATES (ANGSTROEM)
C -0.4061 0.6998 -2.2094
C -0.2976 1.4366 -0.8806
C -0.4212 0.5435 0.3713
C -1.8594 0.0072 0.4706
N -0.1086 1.4032 1.5180
C 0.6451 -0.5603 0.3767
C 2.0587 -0.0212 0.2563
C 0.4033 -1.9137 -0.2256
C 0.4802 -1.7639 1.2645
H -1.3854 0.2429 -2.3274
H 0.3476 -0.0784 -2.2861
H -0.2618 1.4006 -3.0291
H -1.0814 2.1972 -0.8304
H 0.6577 1.9580 -0.8269
H -2.5563 0.8439 0.4329
H -2.0997 -0.6672 -0.3447
H -2.0183 -0.5161 1.4112
H -0.1517 0.8632 2.3759
H -0.7865 2.1543 1.5874
H 2.1826 0.8304 0.9201
H 2.2716 0.2954 -0.7626
H 2.7800 -0.7881 0.5282
H -0.5528 -2.1466 -0.6657
H 1.2317 -2.3869 -0.7328
H -0.4266 -1.8930 1.8341
H 1.3548 -2.1406 1.7740

Calculated values
HOMO in Ha: -0.33815
Lowest unoccupied orbital energy in eV: 1.0
SMILES: CC[C@](C)(N)C1(C)CC1
HOMO-LUMO gap in eV: 10.2



No. 3
Molecular formula: C28H21AlN5OTe
Method: DFT, ωB97M-V/def2-TZVPD

CARTESIAN COORDINATES (ANGSTROEM)
Al 0.6398 -0.1285 1.3701
N -3.1435 -5.0557 -6.7021
C -2.9294 -4.4952 -5.6525
C -2.4429 -3.8100 -4.5214
C -1.0762 -3.5406 -4.5013
C -0.5188 -2.9668 -3.4309
C -1.2466 -2.6104 -2.2632
C -2.6139 -2.9022 -2.2710
C -3.2199 -3.4090 -3.4427
C -0.6874 -1.8675 -1.1429
C -1.4504 -0.8053 -0.6297
C -2.5936 -0.1895 -1.2324
C -2.8908 0.9447 -0.4485
C -1.8426 1.0668 0.4585
N -0.9693 0.0119 0.3447
C 0.6592 -2.1481 -0.6678
C 1.5063 -3.2376 -0.9149
C 2.8128 -2.9395 -0.3529
C 2.6784 -1.7164 0.2347
N 1.4035 -1.1597 0.0916
H -0.5220 -3.8057 -5.4097
H 0.5691 -2.6910 -3.4542
H -3.2773 -2.5836 -1.4907
H -4.2785 -3.5644 -3.4576
H -3.0628 -0.4858 -2.1694
H -3.6159 1.6956 -0.6350
H -1.7579 1.9197 1.1275
H 1.1521 -4.1742 -1.3849
H 3.7549 -3.4325 -0.5793
H 3.3913 -1.2974 0.9662
N 4.8149 2.0942 -1.9733
C 4.3839 3.0847 -1.1154
O 4.8227 4.2109 -1.2616
C 3.4217 2.7334 0.0339
C 3.2807 3.7066 1.0685
C 2.4802 3.4169 2.1453
C 1.8155 2.1737 2.1879
N 1.7404 1.4100 1.0765
C 2.5411 1.6555 -0.0033
H 5.5933 2.4450 -2.5646
H 4.8406 1.1430 -1.6305
H 3.9419 4.5825 1.0241
H 2.3817 4.1518 2.9382
H 1.2764 1.8222 3.0671
H 2.4742 0.9235 -0.8316
Te 0.2234 -0.9921 3.7794
C -1.2123 0.6120 4.1199
C -2.5543 0.4692 3.6917
C -3.4296 1.5416 3.7324
C -2.9946 2.8336 4.0659
C -1.6283 3.0097 4.3049
C -0.8085 1.9225 4.4046
H -2.8586 -0.5694 3.4736
H -4.4696 1.2953 3.4334
H -3.6419 3.6480 4.0194
H -1.1846 4.0150 4.3572
H 0.3219 2.0389 4.6182

Calculated values
HOMO in Ha: -0.40970
Net charge: +1
Lowest unoccupied orbital energy in eV: -4.7
HOMO-LUMO gap in eV: 6.4



No. 4
Molecular formula: C3H4N2OS
Method: DFT, ωB97M-V/def2-TZVPD

CARTESIAN COORDINATES (ANGSTROEM)
C 1.0446 -2.0305 0.0985
C 0.1178 -0.8139 0.3643
O -0.3792 -0.7914 1.5539
N -1.0645 0.4131 1.6982
N -0.8774 1.1271 0.6429
C -0.1491 0.3866 -0.2269
S 0.3331 1.0678 -1.7753
H 1.0576 -2.7113 0.9257
H 2.0221 -1.6700 -0.1407
H 0.6810 -2.6078 -0.7915
H 1.4558 0.2005 -1.8225

Calculated values
HOMO in Ha: -0.33210
Lowest unoccupied orbital energy in eV: 0.5
SMILES: Cc1onnc1S
HOMO-LUMO gap in eV: 9.6



No. 5
Molecular formula: C9H10N2O3S2
Method: DFT, ωB97M-V/def2-TZVPD

CARTESIAN COORDINATES (ANGSTROEM)
C -1.9312 -0.8733 -1.1015
C -1.9023 0.3379 1.0138
C -0.7396 -1.4420 -0.7878
C -0.7085 -0.2842 1.3639
C -2.5605 0.0120 -0.1525
C -0.1795 -1.1836 0.4410
C 2.5377 2.4015 -1.8540
C 2.4991 -0.1579 1.0099
C -3.9000 0.6011 -0.4503
N 3.6965 2.2422 -1.4931
N 2.4141 1.0263 0.5658
O 1.6617 -2.4563 1.7788
O 2.0082 -2.1198 -0.6790
O 3.3725 -0.4978 1.9571
S 1.2038 1.4714 -0.4910
S 1.4695 -1.6543 0.5942
H -2.6016 -1.0722 -1.8366
H -2.4485 0.9476 1.7964
H -0.2640 -2.1951 -1.3134
H -0.0404 0.0105 2.0986
H 2.0245 2.3817 -2.7261
H -4.5857 -0.3190 -0.3038
H -4.0276 1.3771 0.2267
H -3.9615 0.9103 -1.5443
H 3.8831 2.0359 -0.3153
H 3.0803 -1.5000 2.2024

Calculated values
HOMO (alpha / beta) in Ha: -0.17253 / -0.31170
2S+1: 3
Lowest unoccupied orbital energy (alpha / beta) in eV: -0.4 / -3.9
HOMO-LUMO gap (alpha / beta) in eV: 4.3 / 4.6



No. 6
Molecular formula: C3H5N3O
Method: DFT, ωB97M-V/def2-TZVPD

CARTESIAN COORDINATES (ANGSTROEM)
N -1.7937 -0.6450 0.7637
C -0.5734 -0.1999 0.2571
N 0.6084 -0.8353 0.1322
C 1.6262 0.0310 -0.4413
O 2.7784 -0.3499 -0.6348
C 0.9069 1.2232 -0.6463
N -0.3934 1.0280 -0.1990
H -1.7050 -1.2374 1.5791
H -2.3844 -1.0979 0.0760
H 0.7969 -1.7967 0.3691
H 1.2250 2.1566 -1.0764
H -1.1268 1.7199 -0.1676

Calculated values
HOMO in Ha: -0.25972
Lowest unoccupied orbital energy in eV: 0.4
HOMO-LUMO gap in eV: 7.5



Electronic energy across the listed records, respectively: -2311.88232, -369.75215, -1938.92800, -699.57839, -1480.25775, -356.81467 Ha.